One molecule with the formula C20H23N3O3, computed with ωB97M-V/def2-TZVPD.

Values from the calculation:
Structure (SMILES)   COc1cccc(C(=O)Nc2ccc(NC(=O)C3CCCCC3)nc2)c1
E_LUMO   0.4 eV
Orbital gap   0.318 hartree
ΔE to the lowest compared entry with this formula, charge and spin   56.37 kJ/mol
2S+1   1

Last column: Mulliken charge in e.
Positions of all 49 atoms, in Å:
C1 -1.569 -4.007 -5.293  -0.8063
H1 -0.584 -3.740 -4.895  0.3332
O1 -2.156 -5.056 -4.561  -0.4382
C2 -2.446 -4.858 -3.247  0.5346
C3 -3.054 -5.933 -2.592  -0.5238
C4 -3.411 -5.829 -1.265  -0.4978
C5 -3.163 -4.661 -0.564  -0.7390
C6 -2.534 -3.597 -1.197  0.1461
C7 -2.180 -3.691 -2.542  -0.3462
H2 -1.741 -2.840 -3.040  0.5668
C8 -2.295 -2.355 -0.404  0.4879
O2 -3.070 -1.964 0.441  -0.6314
N1 -1.118 -1.730 -0.718  -0.1712
C9 -0.589 -0.556 -0.184  0.6749
C10 -1.257 0.248 0.740  -0.4758
N2 -0.740 1.361 1.220  -0.5833
C11 0.467 1.749 0.819  0.0807
C12 1.224 1.021 -0.100  -0.5334
C13 0.679 -0.143 -0.600  -0.7048
H3 1.234 -0.736 -1.314  0.3478
H4 2.197 1.367 -0.401  0.5230
N3 0.882 2.937 1.405  -0.0326
C14 2.050 3.627 1.226  0.1771
O3 2.915 3.281 0.454  -0.6570
C15 2.111 4.883 2.091  0.3290
C16 2.169 4.523 3.584  -0.9752
C17 3.499 3.865 3.937  -0.5677
C18 4.654 4.803 3.604  -0.7464
C19 4.636 5.142 2.118  -0.5027
C20 3.303 5.769 1.716  -1.2794
H5 3.295 5.942 0.639  0.3434
H6 3.189 6.733 2.217  0.4572
H7 4.790 4.235 1.535  0.2956
H8 5.446 5.837 1.883  0.3493
H9 5.604 4.333 3.866  0.3312
H10 4.559 5.719 4.193  0.3181
H11 3.609 2.938 3.369  0.3163
H12 3.512 3.613 5.000  0.3469
H13 1.344 3.860 3.853  0.4583
H14 2.059 5.443 4.164  0.4625
H15 1.186 5.442 1.901  0.3889
H16 0.190 3.307 2.044  0.2944
H17 -2.238 -0.017 1.104  0.6010
H18 -0.516 -2.200 -1.380  0.2081
H19 -3.447 -4.557 0.472  0.4492
H20 -3.890 -6.662 -0.773  0.3844
H21 -3.244 -6.831 -3.158  0.4400
H22 -1.453 -4.386 -6.307  0.2336
H23 -2.209 -3.120 -5.311  0.3328